Record 1
C17H30Br8FN3O6 | ωB97M-V/def2-TZVPD

```
! RIJCOSX wB97M-V def2-TZVPD def2/J DEFGRID3
* xyz 0 1
C 16.356 11.705 14.339
N 15.334 11.993 13.353
O 14.552 12.933 13.569
O 15.429 11.329 12.329
H 17.308 11.608 13.817
H 16.037 10.835 14.914
H 16.380 12.510 15.073
C 25.873 12.128 19.729
N 24.558 12.283 19.085
O 23.839 13.247 19.385
O 24.216 11.356 18.301
H 26.565 12.014 18.895
H 25.878 11.209 20.315
H 26.213 12.903 20.416
C 21.443 10.891 16.563
N 20.364 9.993 16.013
O 20.636 9.370 14.965
O 19.279 9.995 16.568
H 21.111 11.866 16.207
H 22.438 10.701 16.160
H 21.525 10.918 17.650
F 17.043 14.083 16.530
C 18.240 14.173 17.148
C 19.256 14.987 16.707
C 20.532 14.904 17.273
C 20.692 13.935 18.288
C 19.670 13.157 18.779
C 18.387 13.225 18.146
H 19.046 15.648 15.879
H 21.310 15.542 16.880
H 21.678 13.866 18.723
H 19.912 12.558 19.645
H 17.591 12.580 18.489
Br 16.460 15.974 12.853
C 15.474 16.212 14.543
C 14.959 17.689 14.603
Br 14.281 18.013 16.473
H 16.242 15.931 15.265
H 14.601 15.560 14.525
H 14.125 17.817 13.913
H 15.793 18.374 14.452
Br 19.210 18.419 19.085
C 19.743 18.825 17.188
C 21.044 19.716 17.234
Br 21.518 20.005 15.329
H 18.952 19.294 16.603
H 20.004 17.842 16.797
H 21.927 19.187 17.590
H 20.975 20.666 17.763
Br 23.080 7.451 21.284
C 22.032 7.609 19.623
C 20.676 8.193 19.882
Br 20.826 10.194 20.341
H 21.924 6.635 19.146
H 22.567 8.254 18.926
H 20.006 7.648 20.547
H 20.082 8.145 18.970
Br 15.408 16.290 20.102
C 17.288 15.891 20.612
C 17.441 14.683 21.490
Br 16.408 15.071 23.233
H 17.690 16.689 21.236
H 17.835 15.824 19.672
H 18.496 14.509 21.702
H 16.936 13.809 21.079
*
```

As for the highest occupied orbital energy: -0.35911 Ha. The SMILES is C[N+](=O)[O-].C[N+](=O)[O-].C[N+](=O)[O-].Fc1ccccc1.BrCCBr.BrCCBr.BrCCBr.BrCCBr.

Electronic structure analysis, Mulliken charges in units of e: -0.435 0.916 -0.498 -0.544 0.307 0.290 -0.016 -0.750 0.802 -0.506 -0.475 0.298 0.292 0.307 -0.502 0.894 -0.555 -0.508 0.298 0.334 0.039 -0.364 0.320 -0.273 -0.742 -0.565 -0.401 -0.677 0.572 0.575 0.491 0.433 0.582 -0.179 -0.232 -0.598 -0.176 -0.041 0.397 0.404 0.405 -0.120 -0.442 -0.545 -0.175 0.440 0.110 0.360 0.393 -0.153 -0.497 -0.675 0.000 0.427 0.269 0.432 0.302 -0.094 -0.245 -0.683 -0.196 0.465 -0.146 0.459 0.395

***

Record 2
C48H56BF2N5O4SZn | ωB97M-V/def2-TZVPD

```
! RIJCOSX wB97M-V def2-TZVPD def2/J DEFGRID3
* xyz -2 1
Zn -0.631 -0.298 0.296
C -1.910 4.255 2.590
C -1.078 2.995 2.845
C 0.132 3.329 3.718
C -1.933 1.887 3.428
C -2.294 1.904 4.770
C -3.084 0.899 5.312
C -3.498 -0.148 4.503
C -3.164 -0.194 3.153
C -3.623 -1.354 2.291
C -3.225 -2.703 2.891
C -5.131 -1.288 2.032
C -2.398 0.848 2.592
N -2.079 0.845 1.232
C -3.010 1.351 0.363
C -2.824 1.174 -0.990
N -1.758 0.428 -1.427
C -1.536 0.435 -2.801
C -1.738 -0.740 -3.565
C -1.493 -0.725 -4.934
C -1.034 0.419 -5.573
C -0.815 1.569 -4.826
C -1.056 1.600 -3.456
C -0.750 2.842 -2.632
C -0.740 4.131 -3.450
C 0.581 2.673 -1.892
C -2.293 -1.977 -2.886
C -3.823 -1.942 -2.928
C -1.756 -3.284 -3.463
C -3.957 1.788 -1.706
C -4.362 1.928 -3.010
C -5.582 2.619 -3.288
C -6.378 3.151 -2.312
C -5.989 3.009 -0.942
C -6.697 3.491 0.205
C -6.184 3.259 1.452
C -4.964 2.549 1.672
C -4.264 2.081 0.589
C -4.813 2.338 -0.703
H -1.288 5.047 2.160
H -2.340 4.628 3.526
H -2.729 4.050 1.898
H -0.723 2.623 1.882
H -0.168 3.800 4.660
H 0.791 4.027 3.192
H 0.710 2.435 3.954
H -1.959 2.719 5.406
H -3.366 0.928 6.359
H -4.103 -0.944 4.930
H -3.114 -1.256 1.332
H -3.752 -2.893 3.833
H -2.150 -2.746 3.074
H -3.475 -3.510 2.197
H -5.690 -1.356 2.973
H -5.445 -2.116 1.389
H -5.405 -0.352 1.543
H -1.670 -1.623 -5.517
H -0.842 0.414 -6.640
H -0.446 2.458 -5.327
H -1.532 2.939 -1.878
H 0.115 4.173 -4.133
H -0.666 4.991 -2.780
H -1.655 4.238 -4.038
H 1.403 2.558 -2.609
H 0.557 1.791 -1.251
H 0.791 3.547 -1.267
H -1.994 -1.920 -1.841
H -4.179 -1.952 -3.965
H -4.201 -1.037 -2.447
H -4.244 -2.809 -2.410
H -2.116 -3.456 -4.485
H -2.084 -4.122 -2.846
H -0.665 -3.297 -3.472
H -3.781 1.530 -3.836
H -5.883 2.724 -4.326
H -7.295 3.673 -2.569
H -7.629 4.033 0.082
H -6.725 3.627 2.318
H -4.617 2.389 2.687
O 0.789 -0.759 3.453
C 0.400 0.001 2.716
C 2.402 -1.759 -4.442
C 3.161 -0.664 -3.702
C 3.090 0.651 -4.488
C 4.618 -1.093 -3.517
N 2.610 -0.511 -2.345
N 1.200 -0.482 -2.218
H 2.900 -1.967 -5.394
H 1.373 -1.461 -4.657
H 2.387 -2.671 -3.843
H 3.475 0.527 -5.505
H 3.682 1.425 -3.989
H 2.054 1.000 -4.561
H 5.115 -1.219 -4.484
H 4.651 -2.036 -2.969
H 5.172 -0.344 -2.939
H 2.964 0.330 -1.900
H 0.840 -1.430 -2.273
H 0.773 0.075 -2.946
F -0.053 -2.961 1.556
B 0.263 -2.235 0.375
F -0.086 -3.058 -0.739
O 2.642 -4.600 0.631
S 2.739 -3.487 -0.269
O 2.515 -3.736 -1.665
N 1.894 -2.173 0.301
C 2.684 -1.070 0.463
O 2.340 0.051 0.734
C 4.137 -1.413 0.272
C 5.215 -0.566 0.435
C 6.488 -1.079 0.215
C 6.665 -2.404 -0.170
C 5.575 -3.245 -0.347
C 4.321 -2.714 -0.109
H 5.046 0.463 0.726
H 7.355 -0.442 0.343
H 7.666 -2.783 -0.335
H 5.696 -4.276 -0.653
*
```

As for the highest occupied orbital energy: -0.00935 Ha.

Atom charges from the Mulliken analysis, given in e for atoms 1 to 99: 4.065 -1.327 1.012 -1.673 1.189 -0.208 -1.590 -0.319 0.924 1.673 -1.765 -1.536 -1.261 0.424 0.214 -0.811 0.693 -1.843 1.916 -0.604 -1.280 -0.731 1.505 1.563 -2.188 -1.145 1.484 -1.424 -1.851 0.881 0.168 -1.093 -1.087 1.575 -1.127 -1.092 0.881 -0.012 -1.674 0.430 0.251 0.241 -0.347 0.355 0.413 0.353 0.238 0.306 0.289 -1.042 0.354 0.367 0.427 0.315 0.429 0.302 0.202 0.318 0.241 -0.376 0.389 0.467 0.405 0.013 -0.206 0.570 -1.005 0.263 0.234 0.450 0.479 0.436 0.195 0.427 0.403 0.360 0.334 0.422 0.491 -0.357 -0.135 -1.474 1.468 -1.472 -1.660 -0.224 1.335 0.563 0.187 0.086 0.460 0.293 0.134 0.493 0.215 0.332 0.395 -0.341 -1.344

***

Record 3
C19H18Cl32NO2P2S2 | ωB97M-V/def2-TZVPD

```
! RIJCOSX wB97M-V def2-TZVPD def2/J DEFGRID3
* xyz 1 1
C 3.500 -0.781 0.886
C 2.562 -1.767 1.585
S 1.538 -2.788 0.515
C 0.766 -1.706 -0.717
C -0.526 -1.109 -0.206
C -1.497 -2.060 0.098
N -2.693 -1.700 0.546
C -3.086 -0.427 0.723
P -4.819 -0.373 1.356
C -4.740 0.701 2.836
C -5.919 0.368 0.098
C -2.167 0.569 0.423
C -0.874 0.255 -0.007
C 0.126 1.344 -0.287
O 1.279 1.124 -0.444
O -0.314 2.629 -0.418
P 0.643 3.826 0.271
S 1.288 5.059 -1.058
H 3.592 -1.034 -0.156
H 4.471 -0.751 1.364
H 3.089 0.213 0.984
H 1.976 -1.282 2.360
H 3.157 -2.505 2.116
H 1.433 -0.995 -1.160
H 0.492 -2.404 -1.505
H -1.282 -3.106 -0.022
H -3.382 -2.421 0.751
H -5.429 0.299 3.566
H -3.738 0.612 3.246
H -4.924 1.751 2.640
H -6.615 -0.407 -0.196
H -5.403 0.736 -0.777
H -6.505 1.151 0.564
H -2.482 1.591 0.553
H 1.734 3.211 0.885
H -0.055 4.487 1.284
C 6.430 -1.057 -1.662
Cl 5.991 -2.662 -1.066
Cl 7.098 -0.098 -0.338
Cl 7.628 -1.213 -2.939
Cl 4.984 -0.252 -2.295
C -3.671 4.383 -1.693
Cl -4.328 4.345 -0.043
Cl -3.503 2.731 -2.330
Cl -4.755 5.291 -2.738
Cl -2.103 5.138 -1.607
C 1.453 3.432 -5.178
Cl -0.097 4.056 -5.752
Cl 2.611 4.753 -5.051
Cl 1.227 2.706 -3.582
Cl 2.058 2.224 -6.316
C -9.959 1.129 -0.885
Cl -8.650 2.251 -1.283
Cl -9.856 0.705 0.829
Cl -11.510 1.889 -1.216
Cl -9.788 -0.333 -1.860
C -0.511 -1.934 -4.467
Cl -0.902 -3.540 -3.835
Cl -1.058 -1.794 -6.128
Cl -1.332 -0.717 -3.467
Cl 1.229 -1.677 -4.371
C 0.074 2.101 4.646
Cl 1.608 1.328 5.009
Cl -0.245 2.026 2.886
Cl -1.236 1.271 5.484
Cl 0.128 3.791 5.129
C 9.895 -3.885 -0.599
Cl 10.388 -2.397 -1.409
Cl 8.754 -3.496 0.695
Cl 9.112 -4.956 -1.766
Cl 11.308 -4.687 0.084
C 3.269 -4.638 5.288
Cl 2.869 -6.252 5.866
Cl 2.570 -4.394 3.677
Cl 2.605 -3.428 6.392
Cl 5.019 -4.452 5.192
*
```

As for the highest occupied orbital energy: -0.41017 Ha.

Electronic structure analysis, Mulliken charges in units of e: -0.754 -0.179 -0.089 -1.196 0.647 -0.786 0.292 -1.133 -0.228 -0.865 -0.839 0.272 0.664 0.018 -0.467 0.455 0.047 -0.287 -0.069 0.507 0.059 0.453 0.244 0.639 0.084 0.535 0.420 0.406 0.171 0.291 0.321 0.345 0.317 0.845 0.051 0.112 0.282 -0.087 -0.095 -0.080 -0.031 0.209 -0.119 -0.049 -0.083 -0.081 0.183 -0.103 -0.092 0.086 -0.103 0.340 -0.066 -0.097 -0.088 -0.093 0.239 -0.110 -0.078 -0.012 -0.046 0.285 -0.080 -0.089 -0.107 -0.091 0.329 -0.076 -0.069 -0.087 -0.097 0.278 -0.089 -0.048 -0.098 -0.086

***

Calculated max |F| in order - 2.98, 1.09, 2.93 eV Å⁻¹
Calculated frontier orbital gap in order - 8.866, 4.319, 6.590 eV
Calculated ΔE to the lowest compared entry with this formula, charge and spin in order - 120.1, 186.3, 0.0 kJ/mol